The following is a quantum chemistry calculation of 2 unconnected molecules or ions with the total composition C4H16N2O2, from the OMol25 dataset.

## Properties
Energy = -11466.5711 eV
Net charge = +2
Orbital gap = 12.25 eV
Energy relative to the best compared isomer or geometry (same formula, charge and spin) = 18.1 kcal/mol
Max |F| = 0.0343 hartree/bohr
Lowest unoccupied orbital energy = -6.59 eV

The geometry in XYZ format:
```
24
Properties=species:S:1:pos:R:3:forces:R:3
C 0.6480 -1.7225 -0.1056 0.3 -1.5 0.5
O 1.3445 -1.3688 -1.2683 -0.7 1.3 -0.4
C -0.7628 -1.1231 -0.0453 0.3 -0.5 -0.9
C -0.8805 0.3856 -0.0125 -0.5 0.7 0.9
C -0.3172 1.0797 -1.2431 -0.6 -1.0 -1.3
N 1.1166 1.4942 -1.0018 -1.7 0.4 -0.2
N -1.3890 -1.7273 1.1983 -0.6 0.0 -0.3
H 0.5075 -2.8291 -0.1204 0.1 0.5 0.2
H 1.2490 -1.4830 0.7794 -0.2 0.1 0.2
H 2.2668 -1.6084 -1.2074 0.5 -0.5 0.0
H -1.3085 -1.5338 -0.9227 0.1 0.2 0.6
H -0.4215 0.8390 0.8755 0.4 -0.5 -0.1
H -1.9258 0.6928 0.1883 0.2 -0.3 -0.7
H -0.9600 1.8982 -1.5775 0.6 0.3 0.4
H -0.2966 0.3850 -2.1006 0.1 0.3 0.3
H 1.6269 0.6055 -0.8996 0.3 0.3 0.3
H 1.0304 2.1087 -0.1782 0.9 -0.2 0.1
H 1.4745 2.0150 -1.8043 0.2 0.0 0.1
H -2.3878 -1.9103 1.0559 0.0 0.2 0.0
H -0.9912 -2.6453 1.4208 0.2 0.1 0.2
H -1.3177 -1.0956 2.0014 0.2 -0.2 0.1
H 0.5286 2.8883 2.6067 -0.2 -0.2 -0.3
H -0.8273 2.8715 1.8995 -0.3 0.3 0.1
O 0.0383 2.4612 1.8809 0.6 0.2 0.2
```
Positions in Å, forces in eV/Å.